No. 1
Molecular formula: C6H6N2O2
Method: DFT, wB97M-V/def2-TZVPD

Output
HOMO-LUMO gap (alpha / beta) ... 8.6350 / 8.6337 eV
LUMO energy (alpha / beta) ... -0.03539 / -0.03542 Eh
HOMO (alpha / beta) ... -9.60 / -9.60 eV

Last column: Löwdin charge in e.
Geometry (Å):
1 C -1.811 -0.841 1.329  -0.04
2 C -0.416 -0.967 1.533  -0.01
3 C -1.976 0.287 0.450  -0.11
4 C 0.149 0.065 0.692  -0.35
5 C 0.938 0.844 -2.977  -0.46
6 C 1.508 0.177 0.431  -0.03
7 N -0.807 0.763 0.097  0.00
8 N -0.057 1.272 -2.477  0.17
9 O 1.768 0.257 -3.546  0.12
10 O 2.473 -0.659 0.809  0.11
11 H -2.529 -1.495 1.778  0.08
12 H 0.169 -1.475 2.310  0.11
13 H -2.774 0.897 -0.057  0.14
14 H 1.858 1.020 -0.170  0.14
15 H -0.451 1.160 -1.491  0.04
16 H 1.960 -1.304 1.291  0.09

No. 2
Molecular formula: C13H16N5O3P
Method: DFT, wB97M-V/def2-TZVPD

Output
HOMO-LUMO gap ... 9.4415 eV
LUMO energy ... 0.02511 Eh
HOMO ... -8.76 eV

Last column: Löwdin charge in e.
Geometry (Å):
1 O -1.604 0.742 -2.103  0.10
2 O 2.684 0.214 -0.634  -0.29
3 N 1.145 -3.092 1.230  0.12
4 N -0.476 1.494 1.758  0.09
5 O 0.297 -0.145 -3.012  0.01
6 C -0.430 0.485 -2.065  -0.63
7 C 0.473 -3.806 2.132  -0.15
8 C -1.184 2.522 2.209  -0.14
9 C 0.454 -2.192 0.512  -0.45
10 C 0.844 1.523 1.833  -0.44
11 C -0.850 -3.544 2.415  -0.10
12 C -0.598 3.634 2.724  -0.09
13 C -0.919 -1.925 0.711  -0.02
14 C 1.521 2.632 2.351  0.00
15 C -1.588 -2.600 1.716  -0.06
16 C 0.791 3.711 2.802  -0.05
17 N 0.162 0.959 -0.958  0.07
18 N 1.105 -1.586 -0.461  0.00
19 N 1.424 0.379 1.465  0.03
20 C -0.725 0.379 -5.172  -0.07
21 C -0.367 -0.713 -4.160  -0.19
22 P 1.308 0.019 -0.175  0.55
23 H 1.039 -4.529 2.737  0.11
24 H -2.284 2.474 2.176  0.12
25 H -1.369 -4.097 3.208  0.10
26 H -1.195 4.444 3.083  0.10
27 H -1.415 -1.234 0.053  0.10
28 H 2.588 2.566 2.382  0.11
29 H -2.655 -2.379 1.940  0.12
30 H 1.238 4.675 3.121  0.12
31 H -0.539 1.227 -0.295  0.08
32 H 2.091 -1.905 -0.475  0.14
33 H 2.410 0.335 1.727  0.13
34 H -1.358 1.100 -4.702  0.06
35 H 0.179 0.943 -5.514  0.09
36 H -1.235 -0.059 -6.045  0.08
37 H 0.304 -1.410 -4.674  0.12
38 H -1.263 -1.238 -3.839  0.12

No. 3
Molecular formula: CH2BrF2P
Method: DFT, wB97M-V/def2-TZVPD

Output
HOMO-LUMO gap ... 8.9331 eV
LUMO energy ... -0.04226 Eh
HOMO ... -10.08 eV

Last column: Löwdin charge in e.
Geometry (Å):
1 C -0.018 -0.232 -0.704  -0.73
2 F 1.028 -0.653 -1.425  -0.01
3 F -1.210 -0.712 -1.253  -0.07
4 P 0.172 -0.688 1.226  0.52
5 Br 1.771 0.930 1.630  0.10
6 H -0.120 0.949 -0.856  0.13
7 H -1.623 0.406 1.381  0.08

No. 4
Molecular formula: C4H12NO3
Method: DFT, wB97M-V/def2-TZVPD

Output
HOMO-LUMO gap (alpha / beta) ... 3.5431 / 11.1589 eV
Multiplicity ... 2
LUMO energy (alpha / beta) ... 0.01239 / 0.00818 Eh
HOMO (alpha / beta) ... -3.21 / -10.94 eV

Last column: Löwdin charge in e.
Geometry (Å):
1 C 1.499 -1.102 -0.996  -0.09
2 C 0.569 -0.155 -0.294  -0.33
3 C -0.883 -0.198 -0.552  -0.16
4 C -1.794 0.371 0.435  -0.53
5 O -1.321 1.578 0.928  0.00
6 O -2.729 -0.149 1.000  0.10
7 N 0.874 1.305 -1.005  0.07
8 H 2.431 -0.602 -0.989  0.05
9 H 1.625 -2.076 -0.805  0.04
10 H 1.274 -1.396 -2.026  0.09
11 H 0.753 -0.075 0.829  0.12
12 H -1.143 0.278 -1.521  0.13
13 H -1.146 -1.274 -0.845  0.17
14 H -1.739 1.844 1.776  0.14
15 H 0.175 2.080 -0.676  0.08
16 H 1.771 1.723 -0.588  0.03
17 H 0.917 1.220 -2.001  0.01
18 H 0.195 -1.194 2.892  0.04
19 H -1.070 -1.275 2.290  0.02
20 O -0.258 -0.902 2.150  0.02

No. 5
Molecular formula: C18H54HfN2O14S
Method: DFT, wB97M-V/def2-TZVPD

Output
HOMO-LUMO gap ... 4.9397 eV
LUMO energy ... -0.31859 Eh
HOMO ... -13.61 eV
Charge ... +2

Last column: Löwdin charge in e.
Geometry (Å):
1 Hf 0.407 0.776 -1.677  2.17
2 S -0.626 -0.785 0.735  0.37
3 O 0.535 0.045 0.475  -0.35
4 O -0.251 -2.128 1.130  -0.25
5 O -1.481 -0.161 1.715  -0.27
6 O -1.104 -0.655 -0.635  -0.36
7 C 0.836 1.070 3.821  -0.10
8 O -0.400 1.686 3.347  -0.14
9 H 1.169 1.565 4.734  0.09
10 H 0.635 0.029 4.077  0.08
11 H 1.622 1.083 3.066  0.06
12 H -0.824 1.066 2.748  -0.01
13 C -3.639 0.589 4.157  -0.13
14 O -3.684 -0.272 3.033  -0.13
15 H -4.337 0.326 4.951  0.09
16 H -2.622 0.600 4.549  0.07
17 H -3.861 1.615 3.864  0.08
18 H -2.800 -0.405 2.683  0.00
19 C -4.790 0.821 0.222  -0.13
20 O -3.495 1.222 0.471  -0.13
21 H -5.365 0.562 1.111  0.10
22 H -5.353 1.439 -0.478  0.10
23 H -4.725 -0.129 -0.308  0.06
24 H -3.052 0.591 1.043  0.04
25 C -3.833 -3.048 -1.828  -0.16
26 O -4.994 -2.569 -1.221  -0.10
27 H -4.077 -3.324 -2.854  0.09
28 H -3.123 -2.224 -1.904  0.03
29 H -3.418 -3.843 -1.209  0.10
30 H -4.842 -2.297 -0.313  0.07
31 C 2.059 -2.644 3.552  -0.17
32 O 2.031 -2.036 2.287  -0.14
33 H 2.718 -2.101 4.230  0.08
34 H 1.096 -2.630 4.063  0.08
35 H 2.365 -3.689 3.591  0.08
36 H 1.125 -2.082 1.974  -0.02
37 C -0.056 -5.311 1.963  -0.13
38 O -1.005 -4.479 1.243  -0.15
39 H 0.148 -5.050 3.001  0.07
40 H -0.440 -6.329 1.888  0.08
41 H 0.865 -5.368 1.384  0.07
42 H -0.715 -3.570 1.138  -0.04
43 C 1.549 2.945 0.683  -0.05
44 O 0.546 2.620 -0.289  -0.29
45 C -0.566 3.425 0.037  -0.17
46 C -1.600 3.333 -1.092  -0.11
47 N -1.708 1.899 -1.536  -0.11
48 C -2.378 1.817 -2.821  -0.17
49 C -2.594 0.347 -3.157  -0.12
50 O -1.205 -0.100 -3.210  -0.33
51 C -1.089 -1.213 -4.100  -0.04
52 H 2.354 2.214 0.760  0.08
53 H 1.227 2.993 1.723  0.11
54 H 2.015 3.908 0.475  0.12
55 H -0.367 4.489 0.164  0.15
56 H -1.133 3.180 0.935  0.15
57 H -1.279 3.963 -1.921  0.13
58 H -2.528 3.805 -0.769  0.15
59 H -2.363 1.482 -0.891  0.07
60 H -1.944 2.391 -3.639  0.14
61 H -3.425 2.106 -2.723  0.15
62 H -3.223 0.268 -4.043  0.16
63 H -3.104 -0.231 -2.387  0.12
64 H -1.872 -1.963 -3.993  0.11
65 H -0.113 -1.693 -4.030  0.09
66 H -1.181 -0.743 -5.079  0.12
67 C 0.681 -2.807 -1.796  -0.03
68 O 1.268 -1.489 -1.817  -0.31
69 C 2.601 -1.660 -1.387  -0.15
70 C 3.463 -0.381 -1.757  -0.15
71 N 2.840 0.859 -1.277  -0.11
72 C 3.694 1.941 -1.882  -0.17
73 C 5.063 2.163 -1.277  -0.20
74 O 4.962 2.743 0.038  -0.18
75 C 6.173 3.391 0.396  -0.09
76 H -0.404 -2.752 -1.884  0.09
77 H 0.838 -3.260 -0.817  0.11
78 H 1.099 -3.417 -2.597  0.12
79 H 3.161 -2.515 -1.765  0.15
80 H 2.547 -1.742 -0.302  0.13
81 H 3.675 -0.318 -2.824  0.13
82 H 4.446 -0.592 -1.335  0.14
83 H 3.272 0.888 -0.364  0.12
84 H 3.219 2.908 -1.719  0.12
85 H 3.844 1.771 -2.948  0.13
86 H 5.458 2.935 -1.937  0.14
87 H 5.770 1.337 -1.343  0.14
88 H 6.563 4.140 -0.294  0.10
89 H 6.970 2.693 0.652  0.10
90 H 6.078 3.963 1.319  0.10

No. 6
Molecular formula: C9H22AlO4Si
Method: DFT, wB97M-V/def2-TZVPD

Output
HOMO-LUMO gap ... 7.1782 eV
LUMO energy ... 0.09865 Eh
HOMO ... -4.49 eV
Charge ... -1

Last column: Löwdin charge in e.
Geometry (Å):
1 C 0.108 -3.188 1.874  -0.18
2 Si 1.695 -2.625 0.951  0.48
3 C 2.569 -4.084 0.062  -0.18
4 C 2.884 -1.963 2.283  -0.19
5 O 1.175 -1.431 -0.177  -0.27
6 C 1.666 -0.118 0.227  -0.41
7 C 1.230 1.032 -0.751  -0.32
8 Al 2.334 2.696 -0.163  0.15
9 H 0.027 -4.303 1.883  0.02
10 H 0.056 -2.783 2.911  0.02
11 H -0.810 -2.822 1.358  0.02
12 H 3.350 -4.518 0.730  0.02
13 H 3.122 -3.708 -0.830  0.03
14 H 1.858 -4.869 -0.276  0.02
15 H 3.323 -2.755 2.928  0.03
16 H 2.434 -1.143 2.876  0.03
17 H 3.751 -1.512 1.738  0.04
18 H 1.334 0.199 1.241  0.10
19 H 2.777 -0.151 0.137  0.06
20 H 1.530 0.689 -1.775  0.04
21 H 0.131 1.210 -0.728  0.02
22 H 2.864 3.549 -1.406  -0.17
23 H 3.660 2.116 0.578  -0.15
24 H 1.525 3.528 0.932  -0.16
25 C -4.217 0.655 -0.800  -0.02
26 C -3.849 2.120 -0.984  -0.33
27 C -3.401 2.487 -2.373  -0.11
28 O -2.565 3.618 -2.132  0.06
29 C -2.049 3.462 -0.879  -0.56
30 O -1.159 4.101 -0.436  0.16
31 O -2.693 2.464 -0.214  0.08
32 H -4.022 0.069 -1.700  0.08
33 H -3.662 0.206 0.024  0.09
34 H -5.282 0.554 -0.586  0.07
35 H -4.671 2.761 -0.647  0.15
36 H -4.229 2.748 -3.031  0.13
37 H -2.795 1.710 -2.848  0.14

Values for energy relative to the best compared isomer or geometry (same formula, charge and spin), kcal per mole, ordered as above
47.4; 8.5; 46.9; 47.9; 0.0; 18.9
Values for electronic energy, Ha, ordered as above
-492.1679; -1345.9051; -3154.3146; -439.9148; -2326.6080; -1189.0639